Entry 1:
74
Properties=species:S:1:pos:R:3:mulliken_spin:R:1 method="wB97M-V/def2-TZVPD" fmax_ha_per_bohr=0.01640 homo_energy_ev="-16.73 / -16.73" total_charge=+3 lumo_ev="-8.32 / -11.44" spin_multiplicity=6
Fe -0.02450 -0.27847 0.74676 3.76
C -1.88209 -3.64790 0.23672 0.01
C -2.29318 -3.07439 1.58538 0.00
S -1.61257 -1.46158 2.12154 0.07
C -2.94456 -0.25449 1.84184 0.02
C -3.31139 0.01774 0.38854 0.01
S -1.83418 0.46470 -0.59223 0.13
C -1.89180 -0.50626 -2.13817 0.00
C -1.53018 -1.97878 -2.04617 -0.01
S -2.75770 -3.02062 -1.21268 0.00
H -2.10184 -4.71626 0.27752 0.00
H -0.80601 -3.57364 0.07301 -0.02
H -1.97872 -3.74784 2.38404 0.00
H -3.37497 -2.96103 1.66792 0.00
H -2.58734 0.65427 2.32925 -0.01
H -3.82481 -0.58066 2.39768 0.00
H -3.99816 0.86148 0.33128 0.00
H -3.76092 -0.84790 -0.09228 0.00
H -1.20092 0.02530 -2.79610 0.00
H -2.89863 -0.33942 -2.52375 0.01
H -0.55521 -2.11097 -1.56855 0.03
H -1.42504 -2.34472 -3.06932 0.00
C 2.95451 0.92907 -0.65103 0.02
C 2.92738 1.55148 0.74937 0.05
P 1.19914 1.95303 1.21352 0.18
C 0.81767 1.06058 2.74045 0.04
C 1.53719 -0.07812 3.16289 0.06
C 1.22399 -0.70161 4.36112 -0.01
C 0.19872 -0.20562 5.15504 0.07
C -0.53644 0.90727 4.74364 -0.01
C -0.24556 1.52802 3.54618 0.09
C 0.92317 3.69463 1.45513 0.13
C 1.38240 4.30564 2.62889 0.02
C 1.27745 5.68022 2.74441 0.01
C 0.71771 6.43074 1.71400 0.01
C 0.26014 5.81964 0.55479 0.01
C 0.36335 4.44407 0.41722 0.03
P 1.96622 -0.59341 -0.73254 0.20
C 1.89451 -1.14591 -2.42620 -0.01
C 1.88338 -2.51914 -2.69501 0.02
C 1.86055 -2.95893 -4.00785 -0.01
C 1.84209 -2.03859 -5.04900 0.02
C 1.83711 -0.67349 -4.78590 -0.01
C 1.85480 -0.22120 -3.47727 0.01
C 2.76454 -1.82994 0.30101 -0.05
C 4.15582 -1.95417 0.35897 -0.01
C 4.72855 -2.91543 1.17604 0.01
C 3.92481 -3.76262 1.93371 0.00
C 2.54192 -3.66015 1.87196 0.01
C 1.97034 -2.69347 1.05606 0.10
H 3.97036 0.69983 -0.97825 0.00
H 2.53389 1.62364 -1.38165 0.00
H 3.48834 2.48688 0.77593 0.00
H 3.36137 0.89085 1.49892 0.00
H 2.38380 -0.45441 2.60051 0.01
H 1.80116 -1.55691 4.68735 0.00
H -0.02491 -0.67420 6.10505 0.00
H -1.32374 1.29696 5.37600 0.00
H -0.80012 2.40939 3.24372 0.00
H 1.81880 3.73193 3.43764 0.00
H 1.63150 6.17219 3.64048 0.00
H 0.63812 7.50441 1.82142 0.00
H -0.17372 6.41148 -0.23961 0.00
H 0.00585 3.96120 -0.48452 0.01
H 1.92126 -3.24397 -1.88998 0.00
H 1.87241 -4.01943 -4.22159 0.00
H 1.83564 -2.38726 -6.07336 0.00
H 1.82662 0.03660 -5.60186 0.00
H 1.84219 0.84586 -3.29321 0.00
H 4.79730 -1.31830 -0.23944 0.00
H 5.80513 -3.01597 1.21704 0.00
H 4.38183 -4.51440 2.56404 0.00
H 1.91810 -4.33742 2.44067 0.00
H 0.88355 -2.66465 0.98101 -0.03

---

Entry 2:
86
Properties=species:S:1:pos:R:3:lowdin_charge:R:1 method="wB97M-V/def2-TZVPD" fmax_ha_per_bohr=0.17832 homo_energy_ev=0.44 total_charge=-2 lumo_ev=1.78
C 0.23352 -5.66661 1.71086 -0.29
C -0.50562 -4.23372 1.25758 -0.75
I -1.49875 -3.26369 2.92977 0.76
C -0.47191 -3.69743 -0.16685 -0.58
I 0.62525 -5.19469 -1.43043 0.83
C -1.20922 -2.35477 -0.69934 -0.45
P -1.75081 -2.99434 -2.41872 0.87
O -0.68794 -3.08434 -3.69607 -0.38
O -2.84571 -4.32770 -2.20169 -0.32
O -2.52141 -2.46531 -0.03620 -0.32
C -3.50644 -1.51122 -0.40492 -0.55
S -4.89397 -1.97025 0.84840 0.72
C -2.83541 -0.02668 -0.05761 -0.21
C -4.11469 0.93079 -0.13985 -0.15
C -4.54924 1.45963 1.39028 -0.19
N -5.84842 1.87245 1.65627 0.04
N -1.55284 0.28355 -0.86258 -0.14
C -1.09504 1.59374 -0.27551 -0.14
C -1.64290 3.03106 -0.65524 -0.13
C -2.30321 3.87347 0.63343 -0.11
F -3.57488 4.48843 0.17311 -0.15
C -1.98143 0.50191 -2.24318 -0.09
C -0.86087 1.43540 -3.26471 -0.13
C -0.67208 0.78918 -4.86818 -0.01
O -1.51296 2.15200 -4.49363 -0.24
C -0.50712 -0.86151 -0.61140 -0.21
C 0.23710 -0.78608 0.83108 -0.16
C 1.26720 0.26426 1.39151 -0.20
C 2.43603 0.99895 0.59484 -0.23
C 3.80820 1.22302 1.52950 -0.22
S 4.10440 3.09931 1.75559 0.48
O 5.49852 3.38144 2.43553 -0.47
O 3.05496 3.72000 2.75629 -0.39
Cl 4.12910 4.04905 -0.09542 0.32
C 0.73601 -0.82953 -1.66476 -0.10
C 1.96734 -1.82715 -1.57962 -0.35
O 2.27219 -2.49522 -2.74105 -0.24
C 3.14802 -2.14513 -0.50885 -0.09
C 4.63204 -1.43464 -0.83662 -0.04
C 5.97413 -1.68456 0.12004 -0.11
C 5.91470 -2.68862 1.43608 -0.12
C 4.46880 -3.40749 1.77527 -0.08
C 3.16340 -3.12687 0.78553 -0.04
H -0.32380 -6.55572 1.14181 0.06
H 0.10698 -5.90389 2.85143 0.04
H 1.38709 -5.67192 1.49634 0.04
H -0.97444 -2.47053 -4.44844 0.07
H -2.59951 -5.08182 -2.82356 0.07
H -4.02846 -1.56869 -1.43909 0.12
H -4.33339 -2.59485 1.97143 -0.16
H -2.61523 -0.11606 1.11275 0.16
H -4.07174 1.90564 -0.77964 0.11
H -5.12489 0.43724 -0.55490 0.13
H -3.72971 1.53173 2.23622 0.12
H -5.80601 2.17872 2.66491 0.04
H 0.05888 1.65683 -0.58105 0.13
H -1.23328 1.52538 0.91029 0.15
H -2.44903 3.13298 -1.51278 0.12
H -0.76820 3.76476 -1.01565 0.15
H -2.39811 3.22842 1.60322 0.11
H -1.58410 4.78265 0.91796 0.11
H -2.14298 -0.37594 -2.97762 0.09
H -2.87854 1.22207 -2.45420 0.14
H 0.15421 1.93730 -2.72513 0.16
H -1.61569 0.16012 -5.23091 0.11
H -0.00515 1.36043 -5.64337 0.11
H 0.78010 -1.81540 1.10949 0.11
H -0.65662 -0.75177 1.62742 0.07
H 0.64134 1.15092 1.90656 0.13
H 1.79771 -0.20244 2.36342 0.14
H 2.81441 0.58569 -0.41478 0.08
H 2.08727 2.12014 0.36448 0.09
H 4.72788 0.75863 0.95205 0.10
H 3.69363 0.81875 2.61983 0.12
H 0.25666 -0.96722 -2.75167 0.11
H 1.18875 0.27292 -1.77945 0.11
H 4.80299 -0.71657 -1.76595 0.10
H 6.99034 -1.12878 -0.16709 0.07
H 6.87000 -2.90780 2.11612 0.07
H 4.31263 -4.15568 2.68341 0.08
H 2.18212 -3.69399 1.05899 0.03
O 0.63149 6.73197 4.40926 -0.24
P -0.04824 7.01551 3.05964 -0.13
O 0.94065 7.73653 2.12913 -0.27
O -1.28230 7.90477 3.28471 -0.28
O -0.48373 5.68886 2.41582 -0.32